# 1
Below is a structure of composition C33H40KN7O at a distorted geometry, with properties calculated with ωB97M-V/def2-TZVPD.

Total charge: 0
LUMO level: 0.1 eV
Energy relative to the best compared isomer or geometry (same formula, charge and spin): 0.182 eV

The geometry in XYZ format:
```
82
Properties=species:S:1:pos:R:3:forces:R:3
K -0.743474 0.676017 1.637107 -0.882 -0.712 0.453
C -3.371976 -2.381240 -1.425846 0.046 -0.079 -0.004
C -3.618923 -0.881845 -1.313975 -0.003 0.062 0.075
C -2.590069 -0.098725 -2.136546 0.094 0.002 -0.009
C -3.672917 -0.374911 0.119851 -0.019 0.050 0.048
C -3.889098 0.984193 0.361463 -0.049 0.012 0.080
C -4.023836 1.481031 1.651056 -0.001 -0.005 -0.043
C -3.951340 0.640889 2.761978 0.023 -0.018 -0.003
C -4.194448 1.164699 4.153128 0.025 -0.025 -0.041
C -3.698994 -0.707562 2.527182 -0.008 0.024 -0.111
C -3.563164 -1.206484 1.231431 -0.005 0.048 0.084
H -3.380168 -2.678150 -2.476225 0.002 0.004 0.017
H -4.140475 -2.963469 -0.913530 0.005 0.037 -0.010
H -2.400228 -2.656091 -1.007367 -0.032 0.040 -0.024
H -4.607556 -0.682231 -1.741567 -0.010 0.004 -0.040
H -1.615246 -0.125371 -1.645741 -0.032 -0.030 -0.002
H -2.868379 0.948129 -2.261856 -0.014 -0.025 0.024
H -2.479728 -0.531374 -3.133458 -0.037 0.007 0.015
H -3.986208 1.666728 -0.475752 0.010 -0.007 0.019
H -4.209827 2.539503 1.800781 0.015 -0.018 -0.005
H -3.939348 2.221197 4.229115 -0.023 -0.007 -0.027
H -3.601518 0.624767 4.891535 -0.010 -0.017 -0.019
H -5.247091 1.052167 4.422656 0.002 -0.008 -0.009
H -3.629534 -1.386387 3.369704 0.032 -0.006 -0.010
H -3.387648 -2.266527 1.098973 0.006 0.016 0.005
N 3.873019 0.761363 0.695755 0.119 0.039 0.013
C 2.845053 -0.055961 0.937782 -0.144 0.079 0.016
N 1.717293 0.618833 0.875434 0.626 0.112 -0.167
C 2.139212 1.880463 0.587868 -0.493 0.586 -0.243
N 3.439591 2.012694 0.457324 0.117 -0.172 0.078
C 1.222259 3.041699 0.395023 0.560 -0.343 -0.100
C 1.746185 4.303233 0.124470 -0.045 0.193 0.022
N 0.969691 5.366821 -0.044423 0.197 -0.089 0.023
C -0.336222 5.165605 0.076164 -0.121 -0.064 -0.046
C -0.860195 3.906352 0.313046 0.030 -0.027 0.002
N -0.084413 2.834648 0.456217 -0.048 0.543 -0.257
H 4.853939 0.548362 0.646631 -0.008 -0.007 -0.023
H 2.953645 -1.108093 1.150375 -0.010 0.031 -0.007
H 2.817616 4.438240 0.053074 -0.012 0.026 -0.014
H -0.991794 6.021990 -0.027889 0.037 0.016 -0.013
H -1.932261 3.756390 0.375503 0.009 -0.023 0.051
C 3.150128 -1.198335 -5.636595 -0.019 0.078 -0.056
C 3.752524 -2.248845 -4.717166 -0.057 -0.053 0.013
N 2.805969 -2.701700 -3.697179 0.137 -0.133 0.043
C 1.880811 -3.767794 -4.070769 -0.022 0.125 -0.022
C 2.506111 -5.153029 -4.078512 0.057 -0.058 -0.011
C 2.698152 -1.953967 -2.573612 -0.425 0.186 -0.064
O 3.315142 -0.911614 -2.405138 0.195 -0.085 0.047
C 1.736755 -2.392145 -1.499684 0.094 0.194 -0.188
C 1.898207 -3.551981 -0.765833 0.087 -0.226 0.124
C 1.077042 -3.774437 0.327350 -0.030 0.060 -0.013
C 0.110721 -2.824282 0.624375 -0.046 -0.075 0.075
N -0.072873 -1.714957 -0.087933 -0.014 0.038 -0.115
C 0.735646 -1.504282 -1.123431 0.066 -0.065 0.188
H 3.872099 -0.892400 -6.395770 -0.007 -0.033 0.027
H 2.870816 -0.316042 -5.060581 -0.002 -0.027 -0.004
H 2.264533 -1.574710 -6.153109 0.018 -0.003 0.021
H 4.622910 -1.841348 -4.208893 0.013 -0.001 0.034
H 4.073695 -3.128673 -5.276271 -0.007 0.018 -0.040
H 1.494879 -3.531460 -5.066124 -0.011 -0.024 -0.023
H 1.023436 -3.738405 -3.401210 0.030 -0.012 0.040
H 3.302922 -5.231193 -4.819568 -0.010 0.013 0.022
H 1.752334 -5.902915 -4.322906 0.009 0.020 -0.012
H 2.930232 -5.402461 -3.106003 -0.017 0.010 0.030
H 2.678289 -4.259237 -1.020554 0.003 -0.001 -0.016
H 1.187905 -4.653697 0.947163 -0.006 0.010 -0.012
H -0.538235 -2.956359 1.484661 -0.010 0.013 -0.028
H 0.625092 -0.568806 -1.662060 -0.047 -0.028 0.015
C 0.453502 0.460866 4.238730 -0.047 0.133 0.023
C 0.387564 1.848957 4.063258 -0.017 -0.059 0.142
C -0.830007 2.602812 4.217220 0.153 -0.098 -0.090
C -0.901830 3.964909 3.987042 0.017 -0.058 -0.068
C 0.209165 4.703617 3.572776 0.052 -0.253 0.052
C 1.415471 4.003353 3.439109 -0.021 0.054 -0.022
C 1.510613 2.644071 3.659327 -0.047 0.001 0.005
H -0.358178 -0.057360 4.742502 0.018 0.027 0.014
H 1.414304 -0.042814 4.211908 -0.007 0.037 0.058
H -1.705911 2.072820 4.575834 0.000 0.028 0.004
H -1.850641 4.472060 4.141684 -0.005 -0.013 0.005
H 0.150360 5.769858 3.400912 0.012 -0.007 0.006
H 2.313347 4.547872 3.157918 -0.015 -0.021 -0.006
H 2.475574 2.152464 3.560684 -0.018 0.038 0.007
```
Forces are in eV/Å.

=====

# 2
Below is a cluster of 2 separate species, C14H20F8NO4 in total at a distorted geometry, with properties calculated with ωB97M-V/def2-TZVPD.

Total charge: +1
LUMO level: -4.4 eV
Energy relative to the best compared isomer or geometry (same formula, charge and spin): 0.000 eV

The geometry in XYZ format:
```
47
Properties=species:S:1:pos:R:3:forces:R:3
O 1.199488 3.372799 1.071721 -0.381 -1.982 -1.862
C 1.146594 2.499538 0.219117 0.411 1.656 1.395
C 2.033311 2.337820 -1.029993 -0.728 -0.052 -0.049
C 1.356420 1.141391 -1.726125 0.870 0.728 0.819
C 0.901730 0.416891 -0.483536 -0.364 -0.321 -0.484
C 0.076481 -0.844829 -0.709569 -0.560 1.003 0.155
C -1.393419 -0.660300 -0.380172 0.305 -0.772 -0.031
O -2.017765 -0.189035 -1.551467 -0.031 0.555 0.297
C -3.335706 0.259490 -1.357016 -0.079 -0.319 -0.393
C -3.584648 1.483461 -2.228102 0.573 -0.356 -0.216
F -3.103842 1.191869 -3.463538 -0.006 -0.029 -0.114
F -4.910789 1.672046 -2.351671 -0.120 0.154 0.215
C -2.901289 2.819466 -1.847136 -0.792 0.372 -0.595
F -3.170389 3.674469 -2.861076 0.073 -0.054 0.097
F -1.563737 2.665652 -1.787246 0.020 -0.133 0.195
C -3.386305 3.514727 -0.561463 0.570 0.507 0.364
F -4.706614 3.713155 -0.619105 -0.127 -0.168 0.055
F -2.788493 4.725463 -0.548297 0.022 0.014 -0.121
C -2.964503 2.778816 0.748894 0.057 -0.015 -0.160
F -4.070804 2.304776 1.355862 -0.204 -0.202 0.120
F -2.339728 3.620539 1.579294 -0.067 0.168 0.135
O 0.231760 1.467267 0.234433 0.291 0.403 0.865
H 3.072975 2.144935 -0.805660 0.231 0.125 0.364
H 1.939961 3.275516 -1.561953 0.251 0.168 -0.239
H 1.979738 0.500703 -2.331916 0.264 0.137 -0.373
H 0.540664 1.591588 -2.269107 -0.556 -0.652 -0.383
H 1.758094 0.180298 0.149348 0.353 -0.303 -0.200
H 0.496667 -1.668633 -0.157596 0.092 -0.307 0.193
H 0.099141 -1.059016 -1.768614 0.167 -0.380 -0.283
H -1.797468 -1.632376 -0.095740 -0.307 -0.155 0.022
H -1.522233 0.011436 0.463080 -0.121 0.190 0.101
H -4.023079 -0.493788 -1.733349 -0.283 -0.132 -0.078
H -3.585537 0.415815 -0.312719 -0.009 0.251 0.204
H -2.286669 1.955646 0.545268 0.148 -0.104 -0.053
C 2.534870 -2.573024 3.394101 -0.045 -0.516 0.061
C 2.982366 -2.949324 2.026159 -0.466 1.011 -0.214
O 2.660118 -2.462581 0.996166 0.074 -0.325 0.090
N 4.059413 -4.016968 1.917692 0.089 -0.211 -0.276
C 3.548505 -5.271756 1.248616 0.061 -0.119 0.174
H 1.580887 -2.060197 3.320298 0.031 0.104 -0.042
H 2.422582 -3.452397 4.032006 0.067 0.059 0.055
H 3.275236 -1.903110 3.838446 0.021 -0.011 0.019
H 4.483449 -4.223127 2.823519 0.087 -0.019 -0.063
H 4.752766 -3.606014 1.285750 0.209 -0.047 0.231
H 2.733575 -5.678124 1.840568 -0.024 0.019 -0.004
H 4.368856 -5.981847 1.201813 -0.005 -0.011 -0.007
H 3.217371 -5.009125 0.250015 -0.061 0.069 0.013
```
Forces are in eV/Å.

=====

# 3
Below is a structure of composition C36H40BrIN7ORuSi2, with properties calculated with ωB97M-V/def2-TZVPD.

Total charge: 0
2S+1: 6
LUMO level (alpha / beta): -0.2 / -0.9 eV
Energy relative to the best compared isomer or geometry (same formula, charge and spin): 0.000 eV

The geometry in XYZ format:
```
89
Properties=species:S:1:pos:R:3:forces:R:3
Ru 0.215891 0.038054 0.108110 0.433 -0.096 0.397
Br -3.780854 -4.140349 4.681995 -0.004 0.000 0.000
C -2.488448 -3.025312 3.847982 0.002 0.003 -0.009
C -1.876038 -2.016135 4.591419 0.004 -0.007 -0.012
C -0.963931 -1.189850 3.963836 -0.016 -0.011 0.005
C -0.636765 -1.328980 2.609002 -0.004 0.002 0.016
O 0.210216 -0.461655 2.082563 -0.049 -0.018 -0.067
C -1.241919 -2.391227 1.865752 -0.007 0.035 -0.032
C -0.985562 -2.647329 0.500929 0.033 -0.052 0.090
N -0.165268 -1.895504 -0.282396 -0.122 0.111 0.024
C 0.281884 -2.361445 -1.482354 -0.098 -0.029 -0.018
C 0.226666 -3.675063 -1.940605 0.022 -0.019 -0.037
C 0.723895 -3.998610 -3.213261 -0.002 0.003 0.027
C 1.281375 -3.059898 -4.044271 0.012 0.012 -0.008
C 1.386762 -1.717835 -3.599411 -0.009 0.002 0.011
C 1.973178 -0.676246 -4.344103 -0.002 -0.005 -0.001
C 2.050555 0.589244 -3.819145 0.007 0.009 -0.014
C 1.536289 0.834361 -2.544879 0.018 -0.048 0.033
N 0.962804 -0.119259 -1.829202 -0.035 0.018 -0.124
C 0.886701 -1.384127 -2.325878 -0.039 0.000 -0.065
C -2.178931 -3.221449 2.528730 -0.011 0.002 0.037
H -2.117163 -1.882864 5.636778 -0.004 -0.003 0.003
H -0.480373 -0.389604 4.510297 0.005 0.010 -0.001
H -1.527968 -3.462101 0.030875 0.040 -0.018 -0.010
H -0.180234 -4.454165 -1.312385 0.002 -0.001 0.004
H 0.666212 -5.028680 -3.542406 -0.001 -0.007 0.004
H 1.660942 -3.328845 -5.020735 0.002 0.003 -0.007
H 2.370843 -0.888997 -5.329013 -0.005 -0.006 -0.004
H 2.508756 1.398666 -4.369421 -0.001 0.007 0.004
H 1.593854 1.809303 -2.081872 0.003 0.003 0.011
H -2.661694 -4.013795 1.970669 0.001 -0.004 -0.005
C 3.808102 -0.834500 3.136592 -0.019 -0.035 0.017
Si 3.461237 -0.938142 1.300806 0.084 -0.065 0.039
C 5.026155 -0.920628 0.263648 -0.014 0.052 -0.018
C 2.647117 -2.587039 1.005666 -0.002 -0.002 -0.018
N 2.421021 0.386375 0.805245 -0.145 0.125 -0.170
C 2.633880 1.665594 1.067839 0.081 0.002 0.031
C 3.862000 2.188768 1.592558 -0.044 0.027 0.021
C 4.011804 3.507269 1.901412 0.006 -0.006 -0.019
C 2.937027 4.404895 1.715762 0.001 0.014 0.022
C 1.756325 3.968680 1.180156 0.029 -0.006 -0.028
C 1.564806 2.617262 0.792349 -0.017 -0.013 0.062
N 0.444592 2.167352 0.195676 -0.146 -0.018 -0.064
Si -0.616171 3.244836 -0.701088 0.000 0.011 0.008
C -1.598764 2.226438 -1.934203 0.010 -0.022 -0.040
C -1.852976 4.216280 0.324911 0.013 -0.005 0.036
C 0.411033 4.499144 -1.660368 -0.004 -0.029 -0.050
H 4.345980 -1.728098 3.462636 0.011 -0.005 0.003
H 2.848772 -0.814036 3.659973 0.000 0.014 0.013
H 4.381823 0.038059 3.446197 -0.001 0.016 -0.008
H 5.641779 -1.797256 0.476390 -0.003 -0.015 0.018
H 5.641158 -0.033043 0.414354 0.014 0.013 -0.004
H 4.752290 -0.956933 -0.794341 0.018 -0.006 -0.013
H 3.373925 -3.358517 1.276802 -0.002 -0.012 0.020
H 2.370897 -2.754953 -0.035899 0.015 0.001 0.003
H 1.761636 -2.723007 1.628137 -0.014 0.003 -0.026
H 4.689474 1.509948 1.739826 0.000 -0.025 0.019
H 4.953150 3.866494 2.296421 -0.003 0.009 0.010
H 3.046033 5.442274 2.005093 0.006 0.002 -0.006
H 0.936473 4.664803 1.061758 0.001 0.009 -0.012
H -1.644246 1.163816 -1.692639 -0.020 0.003 0.015
H -1.191214 2.306712 -2.944426 0.023 -0.001 -0.005
H -2.623962 2.608170 -1.964557 -0.011 0.013 -0.020
H -2.661290 3.586557 0.697827 -0.008 0.018 -0.007
H -2.299106 4.979373 -0.319301 -0.003 0.015 -0.006
H -1.401432 4.728167 1.176824 0.004 -0.004 0.011
H 1.398859 4.107201 -1.913022 0.010 0.014 -0.011
H 0.563703 5.430955 -1.116248 0.005 0.007 0.017
H -0.099621 4.743880 -2.595208 -0.015 0.007 -0.002
N -3.784025 -0.402839 -2.703095 0.004 0.027 0.026
C -4.515474 -1.001544 -3.664197 0.004 0.003 -0.002
C -3.775045 -2.069878 -4.105923 -0.006 0.011 -0.001
C -2.596714 -2.025588 -3.335470 -0.047 0.002 -0.033
N -2.608699 -1.010759 -2.484372 0.021 -0.049 -0.056
H -4.011041 0.425538 -2.180483 0.002 -0.003 0.002
H -5.483839 -0.629365 -3.951016 -0.009 0.003 -0.003
H -4.042404 -2.777691 -4.869996 -0.002 -0.008 -0.005
H -1.748878 -2.689924 -3.369634 0.019 0.004 0.015
I -5.589281 -1.731928 1.285461 0.026 0.015 0.009
C -4.114553 -0.311314 1.654634 -0.033 -0.042 -0.004
C -4.148176 0.496186 2.777289 0.024 0.008 -0.014
C -3.107542 1.393795 2.968346 -0.011 -0.013 0.018
C -2.079164 1.436617 2.045402 -0.002 -0.084 0.062
N -2.057500 0.660208 0.961232 -0.013 0.078 -0.034
C -3.053809 -0.200566 0.768687 0.010 0.037 -0.054
H -4.954840 0.416725 3.493370 -0.001 0.000 0.003
H -3.082650 2.035075 3.838493 0.002 0.005 0.000
H -1.221961 2.084763 2.179581 -0.007 -0.003 -0.003
H -2.978351 -0.830966 -0.109468 -0.019 0.006 -0.012
```
Forces are in eV/Å.